## a
The following is a DFT calculation (the ωB97M-V functional and the def2-TZVPD basis) of a 2-piece molecular cluster, ClH3O3SSi overall.

Calculated values
Lowest unoccupied orbital energy in eV: -1.31
Total charge: 0

Last column: natural (NBO) charge in e.
Cartesian coordinates (Å):
O -4.59 0.03 -0.02  -0.806
O -2.65 1.53 -0.52  -0.882
O -0.28 1.04 0.16  -1.164
Si 0.39 -0.41 -0.02  1.440
S -3.29 0.49 0.29  1.718
Cl -1.35 -1.55 -0.26  -0.456
H 1.09 -1.18 1.06  -0.192
H -1.19 1.41 -0.24  0.543
H 1.22 -0.90 -1.18  -0.202

## b
The following is a DFT calculation (the ωB97M-V functional and the def2-TZVPD basis) of ClH3O3SSi in the gas phase.

Calculated values
Lowest unoccupied orbital energy in eV: 0.38
Total charge: 0

Last column: natural (NBO) charge in e.
Cartesian coordinates (Å):
O 3.48 1.22 -1.41  -0.864
O 2.51 1.49 0.84  -0.914
O 1.47 0.03 -0.72  -1.011
Si 0.67 -0.73 0.56  1.150
S 2.77 0.69 -0.31  2.341
Cl 3.63 -0.97 0.37  -0.203
H -0.45 0.00 0.17  -0.175
H 1.00 -2.15 0.30  -0.169
H 1.06 -0.61 1.94  -0.155

Which structure is most stable? a, by 189.6 kJ/mol over the runner-up.

## a
The following is a DFT calculation (the ωB97M-V functional and the def2-TZVPD basis) of a 16-piece molecular cluster, C4H30BO23 overall.

Calculated values
Lowest unoccupied orbital energy in eV: 1.82
Total charge: -1

Last column: natural (NBO) charge in e.
Cartesian coordinates (Å):
O -0.16 -2.95 0.83  -0.580
C 0.06 -1.86 0.72  0.697
O -0.45 -1.13 -0.18  -0.649
B -0.13 0.28 0.16  1.189
O 0.69 0.20 1.45  -0.599
C 0.69 -1.00 1.71  0.640
O 1.06 -1.44 2.79  -0.584
O -1.35 1.11 0.33  -0.618
C -1.35 1.94 -0.55  0.690
O -2.30 2.75 -0.81  -0.652
C -0.08 1.92 -1.36  0.728
O 0.61 0.95 -0.93  -0.633
O 0.16 2.76 -2.16  -0.611
O -4.01 3.62 -2.66  -0.952
H -3.34 4.07 -3.20  0.460
H -3.53 3.10 -2.07  0.485
O 2.29 -1.84 -1.35  -0.936
H 2.67 -1.18 -1.77  0.482
H 2.37 -1.97 -0.53  0.460
O 0.89 -4.56 3.79  -0.950
H 1.02 -3.89 4.39  0.456
H 0.08 -4.37 3.29  0.486
O 0.49 -5.45 -0.54  -0.921
H 1.11 -4.94 -1.06  0.451
H 0.31 -4.71 -0.05  0.469
O 3.44 1.91 1.96  -0.950
H 3.49 1.68 1.09  0.489
H 2.52 2.36 2.12  0.475
O 1.40 1.38 -4.19  -0.943
H 0.87 2.17 -3.93  0.479
H 0.66 0.88 -4.26  0.459
O 3.40 -0.41 3.66  -0.979
H 2.75 -1.06 3.80  0.473
H 3.03 0.26 2.99  0.489
O -1.27 -1.40 4.53  -0.948
H -0.36 -1.47 4.82  0.476
H -1.60 -0.48 4.96  0.473
O -1.69 -0.23 -2.90  -0.964
H -2.39 -0.49 -2.41  0.453
H -1.18 -1.05 -2.68  0.492
O -0.70 5.24 -0.27  -0.991
H -1.01 4.39 -0.80  0.509
H -0.97 5.34 0.55  0.470
O -3.62 -0.37 1.59  -0.934
H -2.95 0.36 1.36  0.484
H -3.49 -1.01 1.06  0.445
O -0.54 -2.73 -2.86  -0.953
H -0.93 -3.48 -2.37  0.487
H 0.26 -2.55 -2.39  0.489
O 3.38 1.97 -1.02  -0.944
H 2.89 1.52 -1.65  0.469
H 3.00 2.84 -1.47  0.478
O -0.19 5.68 -3.02  -0.930
H -0.45 4.86 -3.41  0.457
H -0.03 5.40 -2.17  0.473
O -1.83 -4.73 2.38  -0.904
H -2.17 -3.96 2.87  0.464
H -1.54 -4.22 1.77  0.450

## b
The following is a DFT calculation (the ωB97M-V functional and the def2-TZVPD basis) of a 16-piece molecular cluster, C4H30BO23 overall.

Calculated values
Lowest unoccupied orbital energy in eV: 1.57
Total charge: -1

Last column: natural (NBO) charge in e.
Cartesian coordinates (Å):
O -0.05 3.17 1.61  -0.566
C 0.01 2.01 1.24  0.697
O -0.13 1.55 -0.01  -0.658
B -0.04 0.10 -0.07  1.176
O 0.29 -0.31 1.33  -0.682
C 0.22 0.79 2.16  0.701
O 0.48 0.82 3.35  -0.564
O 0.93 -0.47 -1.08  -0.643
C 0.26 -1.35 -1.84  0.702
O 0.69 -1.93 -2.84  -0.583
C -1.16 -1.51 -1.33  0.715
O -1.32 -0.54 -0.43  -0.639
O -1.99 -2.39 -1.56  -0.614
O 0.49 1.36 6.66  -0.926
H 1.14 1.28 5.96  0.476
H 0.45 2.29 6.85  0.450
O 2.39 -4.49 -2.89  -0.938
H 2.65 -5.15 -2.25  0.458
H 1.89 -3.85 -2.39  0.480
O -3.29 1.72 -1.06  -0.948
H -2.41 2.06 -0.89  0.478
H -3.41 1.84 -2.00  0.472
O -0.50 -1.60 4.35  -0.953
H -0.30 -2.35 3.79  0.457
H -0.05 -0.87 3.93  0.479
O 0.66 4.27 5.00  -0.937
H 0.52 3.41 4.60  0.482
H 0.30 4.19 5.88  0.456
O -4.39 -0.84 0.14  -0.952
H -3.70 -0.17 0.13  0.487
H -4.41 -1.15 -0.77  0.463
O 3.60 -2.11 -1.12  -0.947
H 3.96 -2.39 -0.27  0.473
H 3.24 -1.24 -0.94  0.475
O 2.43 -2.00 -5.10  -0.951
H 2.92 -1.35 -4.59  0.472
H 1.70 -2.25 -4.53  0.485
O -1.88 5.39 1.51  -0.947
H -2.37 4.77 2.04  0.467
H -1.08 5.56 2.01  0.483
O -0.90 -4.44 -0.02  -0.958
H -1.24 -3.80 -0.64  0.479
H -1.60 -5.08 0.09  0.466
O 1.85 4.87 1.08  -0.943
H 1.37 4.30 0.48  0.479
H 1.96 4.33 1.87  0.467
O 0.16 -0.22 -5.65  -0.954
H 0.58 -1.02 -5.33  0.482
H 0.47 -0.13 -6.55  0.462
O -2.03 -3.76 -3.94  -0.955
H -1.78 -3.43 -3.07  0.486
H -2.99 -3.75 -3.93  0.454
O 0.00 4.08 -1.87  -0.942
H -0.46 4.44 -2.62  0.467
H -0.60 4.19 -1.14  0.476
O 2.49 -2.08 2.17  -0.952
H 1.65 -1.96 1.72  0.484
H 2.34 -2.82 2.77  0.466

Which structure is most stable? b, by 467.8 kJ/mol over the runner-up.